{
  "formula": "C13H21IrN8O",
  "method": "wB97M-V/def2-TZVPD",
  "spin_multiplicity": 5,
  "homo_ev": [-13.14, -14.84],
  "homo_lumo_gap_ev": [7.533, 5.174],
  "total_energy_ha": -1124.92831,
  "s_squared": 6.0342,
  "charge": 2,
  "species": ["Ir", "N", "C", "C", "N", "C", "C", "N", "H", "H", "H", "H", "H", "H", "H", "H", "H", "H", "H", "H", "H", "N", "C", "C", "C", "C", "C", "N", "H", "H", "H", "H", "H", "H", "N", "C", "O", "C", "C", "N", "C", "N", "H", "H"],
  "positions_angstrom": [[10.051442, 9.427523, 5.738920], [10.348687, 11.362707, 4.972738], [11.794550, 11.681700, 4.936505], [12.625637, 10.956983, 6.028364], [12.147713, 9.587553, 6.349139], [12.952144, 8.539710, 5.690375], [12.405734, 8.198805, 4.278118], [10.903175, 8.372476, 4.128065], [9.899559, 11.599327, 4.082233], [9.894304, 11.998891, 5.660844], [11.977533, 12.761462, 5.082606], [12.173760, 11.450337, 3.931821], [12.619093, 11.587165, 6.944001], [13.675015, 10.920858, 5.651466], [12.158143, 9.438785, 7.363551], [12.971946, 7.622840, 6.303385], [13.996603, 8.893270, 5.543603], [12.619322, 7.139186, 4.033507], [12.884363, 8.820887, 3.511706], [10.473711, 7.453185, 4.187132], [10.671873, 8.682823, 3.183860], [8.843411, 11.475488, 7.653261], [7.862758, 11.178869, 6.714536], [6.643975, 11.943298, 6.667200], [5.770797, 11.695941, 5.633741], [6.058291, 10.704166, 4.673415], [7.209437, 9.937168, 4.787207], [8.119094, 10.173670, 5.808118], [8.653065, 12.295292, 8.207788], [9.284305, 10.700121, 8.136971], [6.424553, 12.692630, 7.446141], [4.828854, 12.242202, 5.577295], [5.332090, 10.483278, 3.886330], [7.420974, 9.091454, 4.142173], [7.875614, 5.191552, 6.167647], [8.651805, 6.268176, 6.382830], [8.779616, 7.169587, 5.510854], [9.264787, 6.394462, 7.704491], [9.341417, 5.303591, 8.573845], [9.346617, 4.363387, 9.250229], [9.735928, 7.620025, 8.038375], [9.999768, 8.796168, 8.074456], [7.502724, 5.031093, 5.237321], [7.880020, 4.446312, 6.850607]],
  "atomic_forces_ev_per_a": [[-0.59, -1.34, 1.59], [0.40, 3.10, -0.33], [0.67, 0.46, -0.36], [0.21, 0.84, -0.01], [0.87, 0.02, 0.19], [0.24, -0.48, -0.73], [-0.26, -0.37, -0.58], [1.16, -0.98, -0.87], [0.31, -0.15, 0.17], [0.35, -0.56, -0.50], [-0.15, -0.40, -0.17], [-0.13, -0.13, 0.28], [-0.04, -0.60, -0.45], [-0.67, 0.05, 0.46], [0.24, 0.18, -0.51], [-0.10, 0.52, -0.08], [-0.55, -0.39, 0.31], [0.24, 0.68, 0.14], [-0.11, -0.13, 0.25], [-0.09, -0.01, 0.02], [0.28, 0.12, 0.19], [-0.22, -0.14, -0.65], [-1.10, -0.19, -0.56], [1.05, -0.53, -0.01], [0.00, -0.14, -0.10], [0.18, -0.57, -0.04], [-0.41, 0.99, 1.40], [-2.26, 1.22, 0.13], [-0.03, -0.13, 0.23], [-0.14, 0.26, 0.00], [0.22, -0.51, -0.50], [0.28, -0.11, -0.03], [0.38, 0.11, 0.24], [0.06, 0.19, 0.06], [0.91, 0.38, 0.37], [-1.39, 0.49, -2.70], [0.04, -1.21, 1.38], [-0.06, -1.49, 0.33], [-0.09, -0.34, 0.34], [0.04, 0.18, -0.15], [1.33, 5.75, 0.48], [-0.82, -4.51, 0.66], [0.02, 0.04, 0.30], [-0.27, -0.14, -0.21]]
}